Density functional theory data (the ωB97M-V functional and the def2-TZVPD basis) for a cluster of 2 separate species, C4H13NS in total.

Geometry as ORCA input:
```
! RIJCOSX wB97M-V def2-TZVPD def2/J DEFGRID3
* xyz 0 1
C 1.72 -1.55 1.62
S 2.67 1.09 1.28
H 2.33 0.71 0.05
C 1.84 -0.20 2.30
H -2.32 -0.24 -3.20
H 2.49 -0.23 3.16
H -2.72 1.64 -1.85
N -1.34 1.35 -0.33
H -0.78 0.63 0.11
H -1.37 -1.09 -1.97
H -0.73 2.03 -0.76
H 2.68 -1.95 1.32
H 1.05 -1.46 0.79
C -2.24 0.79 -1.33
H -0.71 0.32 -2.82
H -3.09 0.28 -0.85
H 0.86 0.21 2.55
C -1.62 -0.11 -2.38
H 1.27 -2.25 2.33
*
```

For the calculated total energy, the calculation gives -16683.8716 eV. The energy above the lowest of the compared OMol25 structures with the same formula, charge and spin is 0.219 eV. Its structure (SMILES) is CCN.CCS.


Density functional theory data (the ωB97M-V functional and the def2-TZVPD basis) for a cluster of 2 separate species, C4H13NS in total in a non-equilibrium geometry.

Geometry as ORCA input:
```
! RIJCOSX wB97M-V def2-TZVPD def2/J DEFGRID3
* xyz 0 1
S 1.38 0.95 1.00
H -2.72 2.08 -0.27
H 3.84 -0.45 -0.17
H 1.05 -1.42 0.63
C 1.91 -0.77 0.80
H -1.73 -0.69 0.55
H 3.20 -2.08 -0.28
C 2.93 -1.02 -0.32
H 2.35 -1.13 1.73
C -2.03 0.03 -0.22
H 0.17 0.82 0.17
N -0.82 0.41 -0.97
H -1.90 1.61 1.23
H -3.56 1.09 0.90
H 2.55 -0.83 -1.33
H -2.72 -0.50 -0.86
H -0.24 -0.36 -1.26
C -2.59 1.27 0.45
H -1.06 0.98 -1.79
*
```

For the calculated total energy, the calculation gives -16683.6477 eV. The energy above the lowest of the compared OMol25 structures with the same formula, charge and spin is 0.443 eV. Its structure (SMILES) is CCN.CCS.


Density functional theory data (the ωB97M-V functional and the def2-TZVPD basis) for a cluster of 2 separate species, C4H13NS in total.

Geometry as ORCA input:
```
! RIJCOSX wB97M-V def2-TZVPD def2/J DEFGRID3
* xyz 0 1
H 3.25 -0.05 -0.43
H -2.10 -0.41 1.86
C 2.23 -0.03 -0.85
C -1.91 0.74 0.07
H 2.62 -1.95 -1.76
C 1.83 -1.44 -1.24
H 1.51 -2.01 -0.38
C -1.86 0.61 1.60
H 0.19 0.54 1.82
H -2.64 0.05 -0.34
H -2.67 1.23 2.00
H -0.92 0.64 -0.36
H -0.50 2.00 2.19
H -2.33 1.71 -0.20
S 0.46 -1.38 -2.48
H 2.25 0.64 -1.70
N -0.62 1.00 2.22
H 1.57 0.37 -0.09
H -0.38 -2.27 -1.96
*
```

For the calculated total energy, the calculation gives -16683.7461 eV. The energy above the lowest of the compared OMol25 structures with the same formula, charge and spin is 0.344 eV. Its structure (SMILES) is CCN.CCS.


Density functional theory data (the ωB97M-V functional and the def2-TZVPD basis) for a cluster of 3 separate species, C4H13O4 in total in a non-equilibrium geometry.

Geometry as ORCA input:
```
! RIJCOSX wB97M-V def2-TZVPD def2/J DEFGRID3
* xyz 0 2
O 0.45 -1.88 1.28
H 1.14 -0.02 0.85
O 0.57 -1.18 -1.32
O -0.84 0.81 -1.76
H -0.20 -0.13 -1.65
H 2.30 -0.11 -1.33
C -1.54 0.17 0.41
H -1.47 -0.25 2.51
H 1.09 -0.57 2.58
H -0.66 1.26 2.16
H -2.60 0.34 0.55
H 1.73 0.91 -2.49
H -1.45 2.21 -0.46
C -0.79 0.21 1.76
C 0.56 -0.53 1.64
H -1.26 -0.75 -0.10
H 0.24 1.46 -0.23
H 0.70 -1.77 -2.06
O 2.46 0.42 -2.11
H 0.40 -1.89 0.22
C -0.83 1.31 -0.46
*
```

For the calculated total energy, the calculation gives -12544.7482 eV. The energy above the lowest of the compared OMol25 structures with the same formula, charge and spin is 1.250 eV. As for the expectation value of S²: 0.755.


Density functional theory data (the ωB97M-V functional and the def2-TZVPD basis) for a structure of composition C4H13O5Tl in a non-equilibrium geometry.

Geometry as ORCA input:
```
! RIJCOSX wB97M-V def2-TZVPD def2/J DEFGRID3
* xyz 2 1
C -0.56 -2.07 1.71
H 0.91 2.07 -2.54
H -0.60 0.13 -3.08
H -1.29 -2.65 2.27
O 0.94 0.98 0.09
H -0.70 -2.49 -0.05
C 1.05 1.01 -2.32
H -0.81 0.67 3.54
O -3.02 2.44 -2.34
C 1.79 0.54 -1.01
O -0.91 0.28 2.66
H 0.22 -2.81 1.51
H 0.99 -0.70 2.43
Tl -2.34 0.82 -0.10
O -0.73 -1.65 0.42
H 2.20 -0.47 -1.10
H -0.01 -1.32 3.61
O -0.31 0.42 -2.22
H 1.48 0.87 0.87
C -0.07 -0.91 2.60
H -2.66 3.04 -3.02
H 1.75 0.67 -3.09
H 2.69 1.13 -0.82
*
```

For the calculated total energy, the calculation gives -19263.6285 eV. The energy above the lowest of the compared OMol25 structures with the same formula, charge and spin is 2.808 eV.


Density functional theory data (the ωB97M-V functional and the def2-TZVPD basis) for an isolated molecule of C4H13PSi in a non-equilibrium geometry.

Geometry as ORCA input:
```
! RIJCOSX wB97M-V def2-TZVPD def2/J DEFGRID3
* xyz 0 1
C 1.78 -1.14 -0.92
H -1.68 2.70 -0.54
H -1.47 1.81 0.95
H 1.60 -1.16 -1.96
H -1.12 -2.96 -0.66
Si 0.21 -0.67 0.03
H 0.19 0.58 2.34
H 2.66 -0.47 -0.66
C 0.85 0.12 1.58
H 1.93 -2.14 -0.56
C -1.10 0.59 -0.62
H -2.13 0.25 -0.78
H 1.64 -0.43 2.10
C -1.07 1.95 0.01
P -0.69 -2.76 0.56
H -0.76 0.61 -1.78
H -1.93 -2.53 1.02
H 1.26 1.17 1.19
H 0.04 2.40 0.06
*
```

For the calculated total energy, the calculation gives -21524.3455 eV. The energy above the lowest of the compared OMol25 structures with the same formula, charge and spin is 0.430 eV. Its structure (SMILES) is CC[Si](C)(C)P.


Density functional theory data (the ωB97M-V functional and the def2-TZVPD basis) for a cluster of 2 separate species, C4H14Cl2N2OP in total.

Geometry as ORCA input:
```
! RIJCOSX wB97M-V def2-TZVPD def2/J DEFGRID3
* xyz 1 1
H -3.93 0.16 -1.00
H 1.99 -3.98 1.17
H -1.53 3.30 -0.55
Cl 2.36 -1.79 1.95
H 1.40 1.05 -0.34
H -2.07 1.60 -2.07
P -3.33 1.05 -0.10
Cl 0.67 -2.48 -0.93
H 2.96 -1.92 -0.88
C 2.64 -3.17 0.85
O -3.00 0.62 1.25
H 1.10 0.63 1.35
H -1.24 0.57 -1.11
N -1.83 1.41 -1.10
H -3.93 2.30 -0.31
C 0.63 0.90 0.41
H 2.68 -3.64 -1.24
H 3.68 -3.47 0.97
C 2.40 -2.81 -0.59
H -0.90 2.04 1.45
H 0.05 0.01 0.13
H 0.40 3.01 0.76
N -0.95 2.47 -0.65
C -0.22 2.14 0.60
*
```

For the calculated total energy, the calculation gives -43728.9234 eV. The energy above the lowest of the compared OMol25 structures with the same formula, charge and spin is 0.000 eV.


Density functional theory data (the ωB97M-V functional and the def2-TZVPD basis) for a structure of composition C4H14IN3SZr in a non-equilibrium geometry.

Geometry as ORCA input:
```
! RIJCOSX wB97M-V def2-TZVPD def2/J DEFGRID3
* xyz 2 1
H 2.53 -1.96 0.65
H -1.22 -1.92 -0.24
H 2.74 -2.74 -1.59
H 2.30 -0.34 1.30
Zr 1.03 -0.40 -1.24
C 2.48 -0.89 0.38
H 1.50 -0.64 -3.17
N -1.64 -0.19 0.65
C -1.14 1.07 0.85
H -2.67 -0.22 0.69
H 2.52 -1.89 -3.77
C 1.59 -1.82 -3.20
H 1.02 -2.35 -0.97
H -1.65 2.90 1.61
C 1.69 -2.64 -1.91
S 0.44 1.57 0.44
H 1.30 -3.65 -2.07
N -1.94 1.93 1.52
H 0.79 -2.15 -3.87
H -1.83 -0.87 -1.26
N -1.14 -0.92 -0.49
I 1.22 1.59 -3.11
H 3.49 -0.64 0.03
H -2.89 1.70 1.81
*
```

For the calculated total energy, the calculation gives -29044.7724 eV. The energy above the lowest of the compared OMol25 structures with the same formula, charge and spin is 0.706 eV.


Density functional theory data (the ωB97M-V functional and the def2-TZVPD basis) for a cluster of 2 separate species, C4H14N in total in a non-equilibrium geometry.

Geometry as ORCA input:
```
! RIJCOSX wB97M-V def2-TZVPD def2/J DEFGRID3
* xyz 1 1
H 0.92 -0.38 1.00
H 2.23 -0.81 0.34
H 2.43 0.57 -2.22
H -1.89 -2.05 2.40
H -1.03 -0.57 2.65
H 1.37 1.46 -2.72
H -2.04 0.32 0.20
C 0.76 0.44 -0.96
H 0.12 1.40 -0.55
C -1.91 -0.92 2.07
C -2.15 -0.76 0.58
H -2.73 -0.51 2.63
H -1.47 -1.45 0.06
C 1.50 -0.03 0.22
N 1.70 1.18 -1.94
H -3.27 -0.96 0.51
H 1.94 0.78 0.74
H 2.22 1.89 -1.45
H 0.11 -0.21 -1.47
*
```

For the calculated total energy, the calculation gives -5856.5826 eV. The energy above the lowest of the compared OMol25 structures with the same formula, charge and spin is 2.271 eV.


Density functional theory data (the ωB97M-V functional and the def2-TZVPD basis) for a cluster of 2 separate species, C4H14N in total in a non-equilibrium geometry.

Geometry as ORCA input:
```
! RIJCOSX wB97M-V def2-TZVPD def2/J DEFGRID3
* xyz 1 1
H 0.92 1.71 0.79
C 1.58 0.79 0.61
H 1.79 -1.80 0.44
H -3.36 0.97 -1.58
H 2.62 0.94 0.96
H -1.36 -1.13 -1.59
H -1.52 -0.11 -3.11
H 2.41 -1.76 2.04
H -0.22 -0.18 1.48
H 1.00 0.22 2.58
H -2.06 2.10 -1.51
H 1.49 0.34 -0.36
C 1.47 -1.65 1.41
C -1.38 -0.04 -2.00
H -2.29 0.77 -0.30
H -0.37 0.41 -1.73
H 0.65 -2.32 1.67
C -2.30 1.02 -1.36
N 0.93 -0.27 1.57
*
```

For the calculated total energy, the calculation gives -5856.9114 eV. The energy above the lowest of the compared OMol25 structures with the same formula, charge and spin is 1.942 eV.


Density functional theory data (the ωB97M-V functional and the def2-TZVPD basis) for a cluster of 2 separate species, C4H14N in total in a non-equilibrium geometry.

Geometry as ORCA input:
```
! RIJCOSX wB97M-V def2-TZVPD def2/J DEFGRID3
* xyz 1 1
C 2.10 -0.01 -0.30
H 2.38 0.92 -2.22
H 0.94 -0.03 -2.26
H 1.83 -1.10 -0.13
H 3.02 0.26 0.22
H -1.29 -1.57 1.15
H -2.49 -0.75 -0.77
H -1.16 0.21 1.78
H 1.63 2.03 0.05
H -3.26 0.62 -0.02
H -2.50 -0.93 2.19
H 0.26 0.86 0.22
N 1.98 0.02 -1.80
H 1.39 1.06 1.42
C -1.85 -0.60 1.35
C -2.85 -0.35 0.21
H -3.87 -0.78 0.60
H 2.43 -0.90 -2.10
C 1.32 1.04 0.40
*
```

For the calculated total energy, the calculation gives -5856.5465 eV. The energy above the lowest of the compared OMol25 structures with the same formula, charge and spin is 2.307 eV.


Density functional theory data (the ωB97M-V functional and the def2-TZVPD basis) for a cluster of 2 separate species, C4H14N in total in a non-equilibrium geometry.

Geometry as ORCA input:
```
! RIJCOSX wB97M-V def2-TZVPD def2/J DEFGRID3
* xyz 1 1
H -2.03 -1.72 -2.68
H -0.94 -1.75 0.01
H 2.38 0.22 0.79
H -0.70 0.65 -1.66
C -1.05 -1.52 -2.25
H 0.48 2.09 2.37
N -0.95 -0.71 0.05
C -1.28 -0.24 -1.39
H -0.78 -2.49 -1.82
H 1.18 1.19 0.09
H -2.37 0.00 -1.36
H 0.65 0.40 2.68
H -0.01 -0.36 0.31
H 1.97 1.40 3.14
C 1.86 1.18 0.96
H -0.46 -1.31 -3.14
H -1.74 -0.37 0.66
C 1.23 1.31 2.33
H 2.56 2.02 0.93
*
```

For the calculated total energy, the calculation gives -5857.7571 eV. The energy above the lowest of the compared OMol25 structures with the same formula, charge and spin is 1.097 eV.